No. 1
The following is a quantum chemistry calculation of C28H37BrCaN3O2SeSi2 as an isolated structure in a non-equilibrium geometry, from OMol25.

The geometry in ORCA input format:
```
! RIJCOSX wB97M-V def2-TZVPD def2/J DEFGRID3
* xyz -1 1
Ca 0.7723 -0.7079 0.2051
O -2.1872 -3.2094 -1.6118
C -3.0479 -3.4454 -0.6158
C -4.1708 -4.2482 -0.8312
C -5.0793 -4.4726 0.1841
C -4.8838 -3.9164 1.4378
C -3.7685 -3.1292 1.6626
C -2.8472 -2.8949 0.6577
C -1.6604 -1.9774 0.8937
O -0.6036 -2.1957 0.1045
N -2.2190 -0.6018 0.6741
N -1.3632 0.3642 0.4778
C -1.6629 1.5842 0.7341
C -0.7487 2.6612 0.5563
Br 0.7658 2.3036 -0.5824
C -0.8645 3.8898 1.0941
C -1.8908 4.2925 2.0417
C -2.3600 3.4407 3.0458
C -3.3724 3.8546 3.8905
C -3.9138 5.1262 3.7751
C -3.4106 5.9992 2.8222
C -2.4116 5.5860 1.9627
H -1.3974 -2.7509 -1.1697
H -4.3188 -4.6767 -1.8110
H -5.9468 -5.0899 -0.0054
H -5.5935 -4.0903 2.2326
H -3.6032 -2.6752 2.6300
H -1.3860 -2.0074 1.9748
H -3.0387 -0.3967 1.2541
H -2.6522 1.8531 1.1196
H -0.1606 4.6561 0.8045
H -1.8887 2.4775 3.1820
H -3.7391 3.1805 4.6504
H -4.7118 5.4399 4.4360
H -3.7988 7.0055 2.7486
H -2.0304 6.2562 1.2037
C 2.2006 1.3355 5.9845
Si 1.7427 -0.2940 5.0925
C 3.3616 -1.1364 4.5303
C 0.9433 -1.4481 6.3920
Se 0.3293 0.1247 3.4094
H 2.8859 1.1552 6.8081
H 1.3131 1.8181 6.3814
H 2.6723 2.0306 5.2974
H 3.9343 -1.4925 5.3818
H 3.9860 -0.4469 3.9722
H 3.1513 -1.9896 3.8905
H 1.5799 -1.5515 7.2667
H 0.7775 -2.4378 5.9791
H -0.0168 -1.0609 6.7168
C 5.3652 -0.1563 -1.6682
Si 3.9519 -1.0952 -0.7552
C 4.5717 -2.9066 -0.5332
C 3.8717 -0.2920 0.9703
N 2.3590 -0.9710 -1.3553
C 1.9806 -1.2005 -2.6363
C 2.8627 -1.6340 -3.6466
C 2.4475 -1.8058 -4.9489
C 1.1312 -1.5644 -5.3107
C 0.2348 -1.1683 -4.3291
C 0.6452 -0.9908 -3.0261
H 6.2807 -0.1667 -1.0830
H 5.0919 0.8800 -1.8399
H 5.5886 -0.5979 -2.6337
H 5.3798 -2.9776 0.1899
H 4.9324 -3.3152 -1.4724
H 3.7595 -3.5444 -0.1913
H 4.8406 -0.3150 1.4606
H 3.1668 -0.8215 1.6101
H 3.5648 0.7498 0.9080
H 3.8871 -1.8394 -3.3777
H 3.1582 -2.1347 -5.6977
H 0.8052 -1.6866 -6.3342
H -0.8021 -0.9957 -4.5854
H -0.0728 -0.6853 -2.2658
*
```

The value obtained for the lowest unoccupied orbital energy is 2.021 eV. As for the calculated total energy: -207791.7239 eV. Its gap between HOMO and LUMO is 6.64 eV. The HOMO energy comes out at -4.62 eV. The energy above the lowest of the compared OMol25 structures with the same formula, charge and spin comes out at 77.2 kJ/mol. The value obtained for the largest force on an atom is 0.0493 Eh/bohr.

Let us look at the Mulliken charges, expressed in e, one per atom: atom 1 (Ca): 1.32, atom 2 (O): -0.71, atom 3 (C): 0.13, atom 4 (C): -0.57, atom 5 (C): -0.39, atom 6 (C): -0.75, atom 7 (C): -0.45, atom 8 (C): 0.35, atom 9 (C): 0.77, atom 10 (O): -1.36, atom 11 (N): -0.20, atom 12 (N): 0.24, atom 13 (C): -0.85, atom 14 (C): 0.53, atom 15 (Br): -0.17, atom 16 (C): -1.05, atom 17 (C): 0.46, atom 18 (C): -0.29, atom 19 (C): -0.73, atom 20 (C): -0.39, atom 21 (C): -0.49, atom 22 (C): -0.52, atom 23 (H): 0.33, atom 24 (H): 0.42, atom 25 (H): 0.36, atom 26 (H): 0.38, atom 27 (H): 0.46, atom 28 (H): 0.28, atom 29 (H): 0.38, atom 30 (H): 0.56, atom 31 (H): 0.40, atom 32 (H): 0.60, atom 33 (H): 0.42, atom 34 (H): 0.37, atom 35 (H): 0.37, atom 36 (H): 0.41, atom 37 (C): -1.09, atom 38 (Si): 0.29, atom 39 (C): -0.98, atom 40 (C): -1.06, atom 41 (Se): -0.40, atom 42 (H): 0.37, atom 43 (H): 0.28, atom 44 (H): 0.26, atom 45 (H): 0.42, atom 46 (H): 0.19, atom 47 (H): 0.23, atom 48 (H): 0.32, atom 49 (H): 0.28, atom 50 (H): 0.27, atom 51 (C): -1.14, atom 52 (Si): 0.03, atom 53 (C): -1.14, atom 54 (C): -0.82, atom 55 (N): -0.25, atom 56 (C): 0.85, atom 57 (C): -0.27, atom 58 (C): -0.77, atom 59 (C): -0.47, atom 60 (C): -0.88, atom 61 (C): -0.37, atom 62 (H): 0.35, atom 63 (H): 0.30, atom 64 (H): 0.36, atom 65 (H): 0.35, atom 66 (H): 0.32, atom 67 (H): 0.32, atom 68 (H): 0.44, atom 69 (H): -0.16, atom 70 (H): 0.35, atom 71 (H): 0.17, atom 72 (H): 0.36, atom 73 (H): 0.36, atom 74 (H): 0.37, atom 75 (H): 0.32


No. 2
The following is a quantum chemistry calculation of C28H37Cl3FeN3O5SSi2 as an isolated structure in a non-equilibrium geometry, from OMol25.

The geometry in ORCA input format:
```
! RIJCOSX wB97M-V def2-TZVPD def2/J DEFGRID3
* xyz 0 6
Fe -0.3133 2.3687 -0.6856
O 1.9747 2.1518 5.6362
C 1.0759 2.9548 5.3272
O 0.3348 3.6924 5.9984
C 0.8412 3.0578 3.7912
C 1.7208 2.4357 2.9092
C 1.4555 2.5040 1.5607
N 0.3611 3.1220 1.1045
C -0.4153 3.8361 1.9158
C -0.2110 3.8099 3.2829
C -1.3598 4.7126 1.1694
C -2.2230 5.5917 1.8029
C -2.9795 6.4559 1.0265
C -2.8418 6.4193 -0.3497
C -1.9676 5.4951 -0.9025
N -1.2484 4.6538 -0.1687
C 2.3331 2.0410 0.4546
C 3.5605 1.4360 0.6592
C 4.3167 1.0756 -0.4452
C 3.8323 1.3366 -1.7173
C 2.5925 1.9384 -1.8383
N 1.8641 2.2870 -0.7823
H 2.5709 1.9216 3.3402
H -0.8075 4.3615 3.9993
H -2.2942 5.6039 2.8816
H -3.6619 7.1519 1.4955
H -3.3980 7.0875 -0.9932
H -1.8458 5.4268 -1.9766
H 3.9098 1.2484 1.6650
H 5.2772 0.5952 -0.3119
H 4.3934 1.0747 -2.6034
H 2.1557 2.1326 -2.8111
Cl -2.7074 2.2905 -0.8730
Si -1.6206 2.3226 -2.7839
Cl -2.2075 0.5757 -3.7136
Cl -2.5552 3.7906 -3.9063
C -2.9286 -4.0148 -0.1285
C -2.8710 -2.7860 -1.0244
C -3.4136 -1.5563 -0.3106
C -3.6136 -3.0314 -2.3271
O -1.4870 -2.5668 -1.4082
Si -0.2381 -1.9825 -0.5717
S -0.1846 0.1697 -0.6156
O -0.3315 -2.3238 1.0027
C 0.6596 -2.5870 2.0290
C 1.2798 -3.9513 1.7667
C -0.1064 -2.5760 3.3404
C 1.7117 -1.4865 2.0074
O 1.1610 -2.4708 -1.2233
C 1.5339 -2.7806 -2.5840
C 1.0295 -1.6824 -3.5134
C 3.0549 -2.8240 -2.5803
C 0.9524 -4.1350 -2.9593
H -3.9618 -4.2279 0.1527
H -2.3494 -3.8506 0.7804
H -2.5270 -4.8832 -0.6534
H -4.4705 -1.7000 -0.0778
H -3.3153 -0.6717 -0.9414
H -2.8801 -1.3809 0.6267
H -4.6687 -3.2323 -2.1295
H -3.1880 -3.8924 -2.8462
H -3.5402 -2.1599 -2.9772
H 0.5035 -4.7184 1.7387
H 1.9831 -4.2025 2.5633
H 1.8138 -3.9551 0.8157
H -0.8876 -3.3380 3.3263
H -0.5684 -1.6010 3.4999
H 0.5655 -2.7783 4.1760
H 2.2348 -1.4743 1.0472
H 2.4433 -1.6489 2.8022
H 1.2423 -0.5144 2.1720
H 1.4185 -0.7127 -3.1940
H -0.0627 -1.6387 -3.5100
H 1.3596 -1.8702 -4.5376
H 3.4554 -1.8532 -2.2833
H 3.4351 -3.0730 -3.5731
H 3.4071 -3.5770 -1.8730
H -0.1376 -4.1074 -2.9298
H 1.3053 -4.9001 -2.2651
H 1.2690 -4.4122 -3.9673
*
```

The value obtained for the lowest unoccupied orbital energy (alpha / beta) is -0.994 / -2.358 eV. As for the calculated total energy: -142898.8498 eV. Its gap between HOMO and LUMO (alpha / beta) is 7.03 / 5.67 eV. The HOMO energy (alpha / beta) comes out at -8.03 / -8.03 eV. The expectation value of S² is 8.782. The energy above the lowest of the compared OMol25 structures with the same formula, charge and spin comes out at 181.1 kJ/mol. The value obtained for the largest force on an atom is 0.0249 Eh/bohr.

Let us look at the Mulliken charges, expressed in e, one per atom: atom 1 (Fe): 0.04, atom 2 (O): -0.72, atom 3 (C): 0.37, atom 4 (O): -0.72, atom 5 (C): -0.65, atom 6 (C): -0.17, atom 7 (C): 0.24, atom 8 (N): 0.38, atom 9 (C): 0.47, atom 10 (C): -0.78, atom 11 (C): 0.60, atom 12 (C): -0.65, atom 13 (C): -0.46, atom 14 (C): -0.83, atom 15 (C): -0.18, atom 16 (N): -0.18, atom 17 (C): 0.56, atom 18 (C): -0.48, atom 19 (C): -0.55, atom 20 (C): -0.68, atom 21 (C): -0.31, atom 22 (N): 0.01, atom 23 (H): 0.57, atom 24 (H): 0.59, atom 25 (H): 0.40, atom 26 (H): 0.46, atom 27 (H): 0.41, atom 28 (H): 0.48, atom 29 (H): 0.45, atom 30 (H): 0.46, atom 31 (H): 0.45, atom 32 (H): 0.47, atom 33 (Cl): -0.28, atom 34 (Si): 0.18, atom 35 (Cl): -0.19, atom 36 (Cl): -0.30, atom 37 (C): -1.55, atom 38 (C): 1.73, atom 39 (C): -1.30, atom 40 (C): -1.67, atom 41 (O): 0.34, atom 42 (Si): -2.51, atom 43 (S): 1.37, atom 44 (O): 0.36, atom 45 (C): 1.85, atom 46 (C): -1.70, atom 47 (C): -1.82, atom 48 (C): -1.31, atom 49 (O): 0.67, atom 50 (C): 1.68, atom 51 (C): -0.95, atom 52 (C): -1.65, atom 53 (C): -1.60, atom 54 (H): 0.49, atom 55 (H): 0.10, atom 56 (H): 0.34, atom 57 (H): 0.54, atom 58 (H): 0.13, atom 59 (H): 0.20, atom 60 (H): 0.45, atom 61 (H): 0.35, atom 62 (H): 0.24, atom 63 (H): 0.38, atom 64 (H): 0.47, atom 65 (H): 0.16, atom 66 (H): 0.39, atom 67 (H): 0.35, atom 68 (H): 0.43, atom 69 (H): 0.11, atom 70 (H): 0.63, atom 71 (H): 0.21, atom 72 (H): 0.02, atom 73 (H): 0.11, atom 74 (H): 0.54, atom 75 (H): 0.20, atom 76 (H): 0.44, atom 77 (H): 0.36, atom 78 (H): 0.11, atom 79 (H): 0.36, atom 80 (H): 0.48


No. 3
The following is a quantum chemistry calculation of C28H37Cl57IN3O2 as an isolated structure in a non-equilibrium geometry, from OMol25.

The geometry in ORCA input format:
```
! RIJCOSX wB97M-V def2-TZVPD def2/J DEFGRID3
* xyz 0 1
C 3.5184 -1.3364 -1.2434
C 3.4181 -0.5929 -2.5938
I 3.3744 -2.0204 -4.2507
C 2.3017 0.4813 -2.7069
C 1.1126 0.3374 -1.7261
C -0.1532 0.8450 -2.5289
C -1.1593 0.9466 -1.2897
C -1.8727 -0.4220 -1.3272
C -2.9484 -0.5452 -2.4537
N -2.5058 -1.3061 -3.6383
N -4.0798 -1.3002 -1.8537
N -3.4572 0.7522 -2.9020
O -0.3276 1.2303 -0.1465
C 0.9901 1.3310 -0.5644
O 1.8130 2.0349 -0.0852
H 4.1161 -2.2464 -1.4171
H 4.1104 -0.7436 -0.5300
H 2.5653 -1.6770 -0.8300
H 4.3744 -0.0688 -2.7253
H 2.6849 1.5113 -2.6278
H 1.8745 0.4163 -3.7186
H 0.8346 -0.6852 -1.4439
H -0.4783 0.2275 -3.3646
H 0.0637 1.9019 -2.7937
H -1.8449 1.8205 -1.2999
H -1.1747 -1.2655 -1.4589
H -2.3930 -0.6341 -0.3763
H -2.3676 -0.6676 -4.4166
H -1.6257 -1.7765 -3.4646
H -4.6455 -1.6360 -2.6314
H -3.6920 -2.1405 -1.4317
H -4.0107 1.1308 -2.1388
H -4.1280 0.5374 -3.6381
C -2.2743 -5.1869 -0.2197
Cl -3.6802 -4.1668 0.0989
Cl -1.1056 -4.3404 -1.2427
Cl -1.5209 -5.7034 1.2914
H -2.6090 -6.0670 -0.7496
C -7.1951 -2.6963 0.9535
Cl -8.5804 -1.6835 1.3764
Cl -6.0652 -1.8331 -0.0983
Cl -6.3289 -3.2249 2.3987
H -7.5627 -3.5721 0.4321
C -5.4150 -0.9196 5.2631
Cl -6.7951 0.0576 5.7769
Cl -4.4342 -0.0418 4.0911
Cl -4.4468 -1.4049 6.6610
H -5.7924 -1.8153 4.7851
C 3.1254 -0.1582 1.3661
Cl 4.3333 -1.2169 0.6272
Cl 1.4929 -0.6647 0.9139
Cl 3.3041 -0.1388 3.1213
H 3.2835 0.8480 0.9961
C -5.8084 -5.5269 -3.0585
Cl -6.0891 -4.4108 -1.7156
Cl -5.6214 -4.6352 -4.5694
Cl -4.3944 -6.5438 -2.7645
H -6.6695 -6.1720 -3.1483
C 3.9062 -1.2953 -8.2673
Cl 5.2402 -0.3602 -8.9539
Cl 2.3547 -0.5702 -8.6926
Cl 3.9803 -2.9746 -8.8060
H 4.0028 -1.2816 -7.1891
C 6.1430 2.9006 3.2261
Cl 5.8298 1.5146 2.1761
Cl 6.8969 4.2143 2.3207
Cl 4.6489 3.4481 3.9933
H 6.8268 2.5885 4.0013
C -4.8358 3.4609 6.2295
Cl -4.2953 3.5995 7.9057
Cl -5.9737 4.7498 5.8297
Cl -3.4494 3.4899 5.1381
H -5.3435 2.5105 6.1145
C -2.9213 -4.6848 5.9857
Cl -3.7707 -4.1990 4.5177
Cl -3.5186 -6.2346 6.5862
Cl -1.1906 -4.7497 5.6595
H -3.1006 -3.9337 6.7447
C -7.1535 -9.6176 -1.1656
Cl -5.4354 -9.5217 -0.7777
Cl -7.7194 -8.1032 -1.8834
Cl -7.4739 -10.9733 -2.2474
H -7.7013 -9.7795 -0.2459
C -2.2105 6.4673 9.4974
Cl -3.5978 7.4255 10.0219
Cl -1.2486 7.3561 8.3142
Cl -1.2167 5.9953 10.8800
H -2.5806 5.5664 9.0229
C -0.7903 4.6805 -1.3594
Cl -2.0045 4.9695 -0.1125
Cl -1.4463 3.6459 -2.6342
Cl -0.2137 6.2086 -2.0342
H 0.0521 4.1707 -0.9031
C 8.9011 -1.5240 -8.7306
Cl 9.0129 -2.1577 -7.0907
Cl 9.8175 -0.0214 -8.8725
Cl 9.4381 -2.6943 -9.9635
H 7.8597 -1.3035 -8.9230
C 1.5620 -1.7031 6.3464
Cl 3.1266 -0.9089 6.5243
Cl 1.7502 -3.4598 6.3226
Cl 0.4512 -1.2109 7.6263
H 1.1405 -1.3932 5.3975
C -3.3011 8.5605 -3.1751
Cl -4.5068 8.8408 -1.9170
Cl -3.9565 7.5179 -4.4430
Cl -2.7430 10.0932 -3.8560
H -2.4525 8.0573 -2.7271
C -1.2102 1.9086 10.0496
Cl 0.1611 1.1579 10.8693
Cl -0.6552 3.1558 8.9297
Cl -2.1717 0.6908 9.2034
H -1.8383 2.3775 10.7973
C 9.9317 4.0471 4.9405
Cl 9.1027 2.5401 5.3530
Cl 10.0922 4.2299 3.1916
Cl 9.0929 5.4325 5.6408
H 10.9260 4.0021 5.3662
C -0.6245 8.2724 -6.4112
Cl -0.4071 7.6254 -4.7831
Cl 0.2537 9.7924 -6.6018
Cl -0.1060 7.0964 -7.6217
H -1.6802 8.4691 -6.5571
C 11.0955 -6.2741 -7.3563
Cl 10.6134 -6.1095 -5.6632
Cl 10.5747 -7.8346 -8.0020
Cl 10.4443 -4.9465 -8.3200
H 12.1763 -6.2323 -7.4051
*
```

The value obtained for the lowest unoccupied orbital energy is 0.083 eV. As for the calculated total energy: -760071.7494 eV. Its gap between HOMO and LUMO is 7.68 eV. The HOMO energy comes out at -7.60 eV. The value obtained for the largest force on an atom is 0.3635 Eh/bohr.

These are the Mulliken partial charges, in e, on atoms 1 to 99: atom 1 (C): -1.40, atom 2 (C): -0.64, atom 3 (I): -0.03, atom 4 (C): -1.27, atom 5 (C): 1.64, atom 6 (C): -1.61, atom 7 (C): 0.96, atom 8 (C): -1.44, atom 9 (C): 0.58, atom 10 (N): -0.62, atom 11 (N): -0.06, atom 12 (N): -0.58, atom 13 (O): -0.42, atom 14 (C): -0.57, atom 15 (O): -0.75, atom 16 (H): 0.54, atom 17 (H): 0.45, atom 18 (H): 0.35, atom 19 (H): 0.49, atom 20 (H): 0.34, atom 21 (H): 0.52, atom 22 (H): 0.61, atom 23 (H): 0.50, atom 24 (H): 0.42, atom 25 (H): 0.65, atom 26 (H): -0.24, atom 27 (H): 0.22, atom 28 (H): 0.32, atom 29 (H): 0.25, atom 30 (H): 0.22, atom 31 (H): -0.09, atom 32 (H): 0.25, atom 33 (H): 0.33, atom 34 (C): -0.06, atom 35 (Cl): 0.05, atom 36 (Cl): -0.06, atom 37 (Cl): -0.12, atom 38 (H): 0.15, atom 39 (C): 0.00, atom 40 (Cl): -0.16, atom 41 (Cl): -0.02, atom 42 (Cl): -0.08, atom 43 (H): 0.26, atom 44 (C): 0.22, atom 45 (Cl): -0.15, atom 46 (Cl): -0.03, atom 47 (Cl): -0.09, atom 48 (H): 0.04, atom 49 (C): -0.03, atom 50 (Cl): -0.15, atom 51 (Cl): -0.02, atom 52 (Cl): 0.04, atom 53 (H): 0.33, atom 54 (C): 0.05, atom 55 (Cl): 0.02, atom 56 (Cl): -0.12, atom 57 (Cl): -0.11, atom 58 (H): 0.10, atom 59 (C): 0.50, atom 60 (Cl): -0.15, atom 61 (Cl): -0.13, atom 62 (Cl): -0.13, atom 63 (H): -0.17, atom 64 (C): 0.49, atom 65 (Cl): -0.09, atom 66 (Cl): -0.12, atom 67 (Cl): -0.12, atom 68 (H): -0.16, atom 69 (C): 0.63, atom 70 (Cl): -0.10, atom 71 (Cl): -0.13, atom 72 (Cl): -0.12, atom 73 (H): -0.29, atom 74 (C): 0.13, atom 75 (Cl): 0.01, atom 76 (Cl): -0.13, atom 77 (Cl): -0.07, atom 78 (H): 0.09, atom 79 (C): 0.04, atom 80 (Cl): -0.11, atom 81 (Cl): -0.11, atom 82 (Cl): -0.12, atom 83 (H): 0.30, atom 84 (C): 0.62, atom 85 (Cl): -0.13, atom 86 (Cl): -0.13, atom 87 (Cl): -0.13, atom 88 (H): -0.24, atom 89 (C): 0.54, atom 90 (Cl): -0.13, atom 91 (Cl): -0.11, atom 92 (Cl): -0.16, atom 93 (H): -0.11, atom 94 (C): 0.56, atom 95 (Cl): -0.11, atom 96 (Cl): -0.13, atom 97 (Cl): -0.16, atom 98 (H): -0.15, atom 99 (C): 0.19